--- one ---
The following is a DFT calculation (ωB97M-V/def2-TZVPD) of a molecular structure, C6H17N3.

ORCA input file:
```
! RIJCOSX wB97M-V def2-TZVPD def2/J DEFGRID3
* xyz 0 1
N 0.647 1.440 -0.060
N 1.395 -0.716 0.091
N -0.354 -0.832 2.309
C 1.484 0.456 -0.445
C 1.861 0.809 -2.913
C -2.145 0.757 0.893
C -2.319 -1.739 0.680
C 2.496 0.820 -1.517
C -2.092 -0.505 1.524
H -0.122 0.003 2.839
H -0.247 1.195 0.448
H -2.594 -0.586 2.491
H -1.898 -1.608 -0.317
H -2.449 0.761 -0.150
H 1.464 -0.179 -3.144
H -3.387 -1.938 0.603
H 3.325 0.111 -1.482
H 0.628 2.287 -0.603
H 2.598 1.073 -3.672
H -0.265 -1.660 2.897
H 1.039 1.522 -2.978
H -1.843 -2.621 1.115
H -2.519 1.594 1.476
H 2.904 1.812 -1.302
H 2.085 -1.364 -0.271
H 0.309 -0.890 1.489
*
```

- LUMO (eV) = 1.0
- HOMO-LUMO gap (eV) = 7.7
- HOMO energy (eV) = -6.696
- molecular weight (g mol⁻¹) = 131.22

***

--- two ---
The following is a DFT calculation (ωB97M-V/def2-TZVPD) of 2 unconnected molecules or ions with the total composition C6H17N3.

ORCA input file:
```
! RIJCOSX wB97M-V def2-TZVPD def2/J DEFGRID3
* xyz 0 1
N 0.142 -1.845 -0.271
N 0.592 -0.545 1.664
N -0.933 -0.514 -2.392
C 2.127 -0.551 -0.256
C -0.704 0.765 -1.815
C -1.797 1.795 -2.060
C 0.779 -0.883 0.334
C 1.254 0.623 2.206
C -0.665 -0.896 2.294
H -0.658 -2.211 0.233
H -0.514 0.624 -0.672
H 0.271 1.144 -2.141
H -2.771 1.420 -1.747
H 0.840 1.557 1.802
H 2.932 -0.983 0.337
H -0.460 -1.275 -1.651
H 2.321 0.592 1.994
H 1.139 0.632 3.289
H -1.521 -0.393 1.825
H -1.591 2.725 -1.533
H -1.851 2.007 -3.127
H 2.269 0.526 -0.322
H -1.923 -0.749 -2.336
H -0.632 -0.609 3.343
H 2.173 -0.976 -1.255
H -0.819 -1.976 2.256
*
```

- LUMO (eV) = 0.7
- HOMO-LUMO gap (eV) = 8.8
- HOMO energy (eV) = -8.070
- molecular weight (g mol⁻¹) = 131.22

***

--- three ---
The following is a DFT calculation (ωB97M-V/def2-TZVPD) of a single C6H17N3 molecule.

ORCA input file:
```
! RIJCOSX wB97M-V def2-TZVPD def2/J DEFGRID3
* xyz 0 1
N 0.766 -0.123 -1.636
N -0.922 0.590 1.587
N 0.572 1.857 -0.431
C -0.578 -0.147 0.391
C 0.544 0.459 -0.374
C 3.098 -0.407 0.242
C 1.774 -0.131 0.933
C -3.023 -0.987 -0.363
C -1.998 0.089 -0.672
H -0.358 0.288 2.371
H -1.671 0.033 -1.710
H 0.147 2.261 0.396
H -2.603 -1.980 -0.538
H -3.348 -0.947 0.679
H 3.031 -1.302 -0.385
H 1.513 0.326 -2.147
H 3.901 -0.602 0.957
H 0.186 2.247 -1.279
H -2.390 1.090 -0.485
H 0.902 -1.123 -1.593
H 1.870 0.731 1.593
H 3.380 0.448 -0.374
H -3.912 -0.902 -0.993
H -1.900 0.453 1.811
H -0.507 -1.238 0.447
H 1.525 -0.982 1.573
*
```

- LUMO (eV) = 1.0
- HOMO-LUMO gap (eV) = 8.7
- HOMO energy (eV) = -7.699
- molecular weight (g mol⁻¹) = 131.22

***

The computed energies, referenced to the most stable structure and given in kJ/mol, are one 53.6; two 0.0; three 23.6.

***

--- one ---
The following is a DFT calculation (ωB97M-V/def2-TZVPD) of 2 unconnected molecules or ions with the total composition C2H6O.

ORCA input file:
```
! RIJCOSX wB97M-V def2-TZVPD def2/J DEFGRID3
* xyz 0 1
O 1.896 -0.029 0.032
C 0.899 0.794 -0.006
C -0.843 -0.610 0.006
H -0.961 -1.164 -0.927
H 0.437 -0.661 0.089
H -1.133 -1.207 0.872
H 0.607 1.281 -0.949
H 0.580 1.323 0.906
H -1.482 0.272 -0.023
*
```

- LUMO (eV) = 0.6
- HOMO-LUMO gap (eV) = 10.4
- HOMO energy (eV) = -9.856
- molecular weight (g mol⁻¹) = 46.07

***

--- two ---
The following is a DFT calculation (ωB97M-V/def2-TZVPD) of a single C2H6O molecule.

ORCA input file:
```
! RIJCOSX wB97M-V def2-TZVPD def2/J DEFGRID3
* xyz 0 1
O -0.701 -0.710 1.134
C -0.347 -0.378 -0.196
C 0.759 0.658 -0.152
H -1.212 0.030 -0.738
H 1.005 0.987 -1.167
H -0.011 -1.271 -0.747
H 0.433 1.524 0.433
H -1.587 -1.087 1.121
H 1.660 0.248 0.313
*
```

- LUMO (eV) = 1.0
- HOMO-LUMO gap (eV) = 11.3
- HOMO energy (eV) = -10.315
- molecular weight (g mol⁻¹) = 46.07

***

The computed energies, referenced to the most stable structure and given in kJ/mol, are one 310.4; two 0.0.

***

--- one ---
The following is a DFT calculation (ωB97M-V/def2-TZVPD) of 2 unconnected molecules or ions with the total composition C2H6O.

ORCA input file:
```
! RIJCOSX wB97M-V def2-TZVPD def2/J DEFGRID3
* xyz 0 1
O 1.865 2.208 -3.926
C -1.276 -1.701 1.842
C -0.375 -0.844 2.275
H -2.050 -1.249 1.211
H 2.085 2.702 -4.748
H 1.042 2.633 -3.594
H 0.417 -1.172 2.957
H -1.347 -2.776 2.043
H -0.361 0.200 1.941
*
```

- LUMO (eV) = 1.0
- HOMO-LUMO gap (eV) = 11.2
- HOMO energy (eV) = -10.212
- molecular weight (g mol⁻¹) = 46.07

***

--- two ---
The following is a DFT calculation (ωB97M-V/def2-TZVPD) of a single C2H6O molecule.

ORCA input file:
```
! RIJCOSX wB97M-V def2-TZVPD def2/J DEFGRID3
* xyz 0 1
O -0.241 0.788 0.037
C -0.032 -0.056 1.148
C -0.027 0.097 -1.138
H -0.194 0.681 2.007
H 1.062 -0.372 1.191
H 0.008 0.867 -1.934
H 0.944 -0.427 -1.120
H -0.682 -0.937 1.141
H -0.839 -0.641 -1.332
*
```

- LUMO (eV) = 1.1
- HOMO-LUMO gap (eV) = 11.0
- HOMO energy (eV) = -9.915
- molecular weight (g mol⁻¹) = 46.07

***

The computed energies, referenced to the most stable structure and given in kJ/mol, are one 11.7; two 0.0.